No. 1
Here is a cluster of 5 separate species, C24H41BCl8IO3 in total at a distorted geometry from the Open Molecules 2025 dataset. Energies are from the ωB97M-V functional and the def2-TZVPD basis.

CARTESIAN COORDINATES (ANGSTROEM)
H1 -1.3790 0.4433 2.9571
H2 0.4418 2.9651 -0.8090
H3 -0.3700 2.9402 5.1762
I1 3.2729 -1.0581 0.6067
H4 -3.9540 -0.3011 -6.2628
C1 -0.2656 2.3633 4.2482
C2 -0.6342 1.7882 0.5987
C3 -3.7833 -1.3708 -6.3128
C4 4.9633 2.0396 2.6551
H5 5.4094 -3.8540 -3.5569
H6 -0.0080 -1.7448 -1.6105
H7 1.1384 -1.2323 2.8537
Cl1 5.8681 3.5016 2.2133
C5 -1.2561 -1.8251 1.0018
O1 0.2177 6.9166 0.7968
Cl2 5.3354 -2.9880 -1.3720
Cl3 3.2725 2.3930 2.9907
H8 -1.2805 -2.5256 0.1560
H9 -0.7620 0.2258 -0.9498
H10 -1.9945 4.2556 0.5146
C6 -0.1516 0.4847 -0.0706
H11 2.0298 5.5509 -1.0301
C7 2.0755 5.6477 0.0598
H12 -0.9595 5.0086 -0.7388
C8 -0.6041 2.9112 -0.4672
O2 -2.5197 -1.1672 1.2755
H13 1.0507 -3.1309 -1.4089
Cl4 3.7374 -5.1554 -2.5257
C9 2.0211 -1.4771 -2.2826
C10 0.9933 -2.0384 -1.2799
H14 -1.6599 1.6580 0.9688
H15 -3.5591 -1.6652 -7.3318
B1 0.0463 -0.8076 0.9382
C11 -3.2415 -0.7635 0.2214
H16 5.0116 1.3360 1.8303
H17 -1.1949 2.4854 3.6817
H18 2.6548 6.5514 0.2657
C12 0.6881 5.8019 0.6590
H19 2.1787 -0.4000 -2.1933
H20 2.9501 -2.0457 -2.2902
C13 -4.9656 0.2214 -1.7792
H21 -1.0674 -2.4639 1.8826
H22 0.5446 2.7464 3.6209
H23 0.0659 2.1105 1.3737
Cl5 -2.4038 -1.7722 -5.2884
H24 6.0778 -4.9890 -2.3636
H25 -5.6473 0.5820 -2.5434
C14 -0.5314 -0.0325 3.4608
H26 1.1697 -2.7348 0.7628
C15 -0.0623 0.8738 4.6336
H27 -2.4196 -1.9551 -1.3653
H28 1.5841 -1.6374 -3.2857
Cl6 -0.2151 -5.3975 0.0917
C16 -3.9966 -0.7096 -2.0560
H29 0.9674 0.6466 4.9260
H30 0.2894 -7.6854 -0.0501
H31 2.6263 4.8103 0.5004
H32 1.7513 -6.6724 -0.0884
H33 5.4134 1.6076 3.5417
C17 -4.2257 0.1838 0.4920
H34 0.8526 0.7145 -0.4790
O3 0.0119 4.6892 1.0590
C18 0.7342 -6.7810 -0.4499
H35 -0.7604 0.6827 5.4626
H36 -4.3466 0.5532 1.5090
C19 -0.9883 4.2834 0.0865
H37 -0.8797 -0.9808 3.8986
H38 -1.1954 2.6333 -1.3497
Cl7 -5.2530 -2.2055 -5.7903
C20 0.5855 -0.3767 2.4287
H39 -3.9618 -1.0620 -3.0905
C21 -5.0695 0.6662 -0.4675
H40 1.2312 0.5098 2.3651
Cl8 0.7728 -6.9055 -2.2166
C22 -3.1514 -1.2032 -1.0940
C23 1.2429 -1.7666 0.2460
C24 5.2796 -4.2843 -2.5698
H41 -5.8391 1.3835 -0.1905

Electronic energy   -5168.9150 Ha
Total charge   -1
Gap between HOMO and LUMO   7.101 eV
HOMO   -4.965 eV

No. 2
Here is a structure of composition C6H17NOSi at a distorted geometry from the Open Molecules 2025 dataset. Energies are from the ωB97M-V functional and the def2-TZVPD basis.

CARTESIAN COORDINATES (ANGSTROEM)
H1 -1.0045 2.1675 -0.7006
C1 -1.8103 -0.4955 -2.0708
O1 -0.4406 -0.8037 -1.8280
H2 -2.2553 -0.9902 -2.9637
C2 1.6270 1.4777 1.4287
H3 -1.8009 0.5981 -2.1109
C3 0.4663 -3.2681 0.0614
C4 0.3690 1.1203 0.5432
H4 1.5390 2.4212 1.8863
H5 0.6435 2.2552 -1.3267
H6 -1.3878 2.0277 1.6028
H7 2.0250 -0.3391 -1.6627
H8 -0.0166 -3.9231 0.7407
C5 0.1021 2.2762 -0.3676
H9 -2.2713 -0.8996 -1.1813
N1 0.3624 -1.8272 0.4250
H10 1.6956 0.8101 2.3771
H11 0.3014 3.3697 -0.0696
H12 0.0105 -3.4174 -1.0074
Si1 0.4850 -0.4817 -0.5846
H13 -1.7680 0.4929 0.9288
H14 0.7723 -1.7725 1.3728
H15 2.6109 1.3260 0.9064
H16 1.4921 -3.7095 -0.1728
H17 -0.7706 0.5325 2.3645
C6 -0.9761 1.0525 1.4089

Relative energy (zero: lowest compared OMol25 entry of this formula, charge and spin)   1.742 eV
Electronic energy   -658.2611 Ha
Total charge   0
Gap between HOMO and LUMO   9.690 eV
HOMO   -8.865 eV

No. 3
Here is a structure of composition C23H18N7PdSbSe4 from the Open Molecules 2025 dataset. Energies are from the ωB97M-V functional and the def2-TZVPD basis.

CARTESIAN COORDINATES (ANGSTROEM)
N1 1.0504 -1.1025 -0.7311
C1 -2.2532 0.1379 -3.0471
H1 -0.7570 -1.5112 3.2791
C2 -3.5736 0.2150 -2.6464
H2 1.8907 -1.5262 -4.8291
C3 2.1960 -1.5561 -2.7086
Pd1 0.1270 -0.0183 0.8393
H3 -1.8562 0.7522 -3.8438
C4 3.8836 -2.1667 -4.2570
C5 -0.5133 3.9417 -0.1853
H4 -3.6262 2.8331 0.5585
H5 0.1052 4.8289 -0.2414
H6 4.9981 -2.4768 -1.0424
H7 0.5146 -1.8351 5.3615
N2 0.8992 -1.5135 2.0471
N3 -1.8237 -1.5489 -1.4026
H8 -3.0612 4.9930 1.4439
C6 2.3004 -1.5334 -0.4113
C7 0.3229 -1.6025 3.2599
C8 3.0544 -1.8215 -1.6619
Se1 -3.5504 -0.4853 2.3528
H9 5.7578 -2.7771 -3.4114
C9 0.0572 2.7021 -0.3558
H10 -3.3881 -2.0802 -0.1894
N4 -0.1026 -0.9100 -2.8664
H11 -5.0201 -0.5345 -1.2209
H12 4.2293 -2.3057 -5.2748
Se2 -1.9820 0.2660 6.0047
C10 2.2431 -1.6209 1.9530
C11 1.0491 -1.8106 4.4231
C12 4.3433 -2.2686 -1.8786
H13 -4.2478 0.9168 -3.1232
C13 -1.8456 4.0201 0.2383
N5 2.8877 -1.6966 0.7287
Se3 -0.0627 1.4475 2.7929
H14 -2.4860 0.7190 0.1443
H15 4.1096 -1.7847 2.9586
C14 2.4313 -1.8319 4.3249
H16 1.1190 2.6005 -0.5414
C15 4.7521 -2.4337 -3.1983
H17 -1.7339 5.8717 0.9734
N6 -2.4204 5.1951 0.6717
H18 3.0423 -1.9190 5.2165
C16 2.5837 -1.7293 -4.0228
C17 3.0378 -1.7397 3.0867
C18 -1.4045 -0.7552 -2.3887
Se4 -3.4576 3.4132 3.7417
C19 0.8980 -1.1403 -2.1053
C20 -4.0128 -0.5919 -1.6083
C21 -2.5931 2.8409 0.2402
C22 -3.0935 -1.4497 -1.0201
C23 -1.9508 1.6514 0.0146
N7 -0.6291 1.5630 -0.2249
Sb1 -2.4385 1.1687 3.7829

Relative energy (zero: lowest compared OMol25 entry of this formula, charge and spin)   0.005 eV
Electronic energy   -11244.6336 Ha
Total charge   -2
Gap between HOMO and LUMO   5.305 eV
HOMO   -1.267 eV

No. 4
Here is a cluster of 2 separate species, C2H6N2 in total at a distorted geometry from the Open Molecules 2025 dataset. Energies are from the ωB97M-V functional and the def2-TZVPD basis.

CARTESIAN COORDINATES (ANGSTROEM)
C1 -0.8529 1.0271 -0.0411
H1 2.1313 -0.0020 1.0201
N1 -1.7710 0.0970 0.0791
N2 1.9163 -0.2066 0.0381
H2 0.6206 -1.5408 -0.9312
C2 0.8619 -0.9577 -0.0311
H3 -2.0743 -0.1967 -0.8575
H4 0.2758 -1.2570 0.8771
H5 -0.5175 1.5625 0.8567
H6 -0.5903 1.4743 -1.0102

Relative energy (zero: lowest compared OMol25 entry of this formula, charge and spin)   2.711 eV
Electronic energy   -189.2299 Ha
Total charge   0
Gap between HOMO and LUMO   11.078 eV
HOMO   -10.091 eV

No. 5
Here is a cluster of 3 separate species, C25H33N2O13P in total at a distorted geometry from the Open Molecules 2025 dataset. Energies are from the ωB97M-V functional and the def2-TZVPD basis.

CARTESIAN COORDINATES (ANGSTROEM)
C1 8.2414 -0.5721 -0.6572
H1 1.0808 -0.4350 3.5400
C2 -7.7667 -2.0885 -2.5270
O1 2.9216 3.7583 -0.8927
H2 1.9747 1.1824 3.6247
H3 1.6710 -2.6053 -0.6319
C3 2.0475 -1.5718 -0.3158
H4 3.8088 -1.4282 1.0301
H5 -7.0232 2.4932 -0.1378
P1 5.6988 -0.0319 -0.4229
C4 -8.5159 -2.6105 -3.5758
C5 4.8165 2.3361 -0.3392
H6 10.2163 -1.7726 -0.5088
C6 -1.2516 3.3060 4.0848
H7 -2.5002 1.1284 -1.6374
H8 1.7891 -0.8525 -1.1786
H9 -8.2768 -1.6682 -1.6674
H10 3.9764 -2.6960 -0.3821
N1 -5.5829 -1.5902 -1.4878
C7 1.6747 0.3445 1.5399
H11 1.1970 1.1612 0.8832
C8 -5.1605 1.5946 0.4438
C9 -7.8762 -3.1573 -4.6843
H12 -5.9931 -3.6034 -5.6208
H13 9.4076 -2.9978 2.7141
H14 -4.6475 -2.6765 -3.7770
C10 -4.3653 2.0180 -2.1954
H15 -2.7166 1.6063 4.4063
O2 -1.8397 0.3260 0.5738
H16 0.1266 -1.0978 0.8598
C11 1.2689 -1.1413 1.0207
H17 2.8243 0.4146 1.5024
H18 -5.4845 1.4338 1.4656
H19 -6.3153 2.8769 -2.4768
C12 -3.4867 1.4230 -1.2976
H20 -3.3104 3.3083 5.0278
C13 -6.0322 2.1915 -0.4599
O3 5.8169 1.5568 -1.0884
N2 -2.9594 0.6132 0.9728
O4 9.5427 -2.2556 2.0793
C14 -6.4865 -3.1773 -4.7538
O5 -6.1834 -1.1576 -0.5143
O6 4.2286 -0.6445 -0.9753
C15 -2.4211 2.5975 4.9079
C16 3.6584 -1.6381 -0.0766
C17 -5.7294 -2.6550 -3.7109
H21 4.5420 3.8591 -2.2272
H22 -2.0099 2.4337 5.9727
C18 -6.3760 -2.1185 -2.5996
H23 5.3329 2.8165 0.5730
O7 -3.3522 0.4318 2.1164
C19 -0.2614 1.3863 3.0776
C20 4.0821 3.4297 -1.2652
H24 -0.9953 0.7049 3.6187
O8 -1.4087 4.5178 3.7905
O9 -0.0416 2.6753 3.7039
H25 8.2476 -0.0651 0.3630
C21 8.7759 -2.6504 0.9331
H26 3.9774 1.6897 0.0924
H27 8.8650 -2.6609 -1.3592
H28 -0.6059 1.4522 1.9836
H29 -9.5994 -2.5949 -3.5282
O10 6.9292 -0.9504 -1.1397
C22 9.0848 -1.9472 -0.4872
H30 8.8322 0.0861 -1.3819
H31 -4.0605 2.1835 -3.2232
O11 5.8152 0.1304 1.0917
O12 -4.3643 -1.6163 -1.5942
H32 1.4420 -1.8573 1.8993
O13 7.9082 -3.5363 1.0933
C23 -3.8890 1.2192 0.0196
C24 1.1639 0.6014 3.0669
C25 -5.6338 2.4054 -1.7752
H33 -8.4641 -3.5710 -5.4979

Relative energy (zero: lowest compared OMol25 entry of this formula, charge and spin)   0.000 eV
Electronic energy   -2401.1894 Ha
Total charge   0
Gap between HOMO and LUMO   8.815 eV
HOMO   -9.625 eV

No. 6
Here is the molecule CH3BrOS at a distorted geometry from the Open Molecules 2025 dataset. Energies are from the ωB97M-V functional and the def2-TZVPD basis.

CARTESIAN COORDINATES (ANGSTROEM)
H1 -0.1563 -0.3408 0.8238
S1 -0.1540 1.5399 0.0975
H2 -0.8439 -0.3226 -0.4254
Br1 -1.0257 1.4593 2.2715
H3 1.0251 -1.5305 -1.1946
C1 0.1600 -0.1887 -0.2748
O1 0.9948 -0.6165 -1.2981

⟨S²⟩   2.01
Relative energy (zero: lowest compared OMol25 entry of this formula, charge and spin)   1.002 eV
Electronic energy   -3087.1809 Ha
Total charge   0
2S+1   3
Gap between HOMO and LUMO (spin up / spin down)   7.938 / 7.660 eV
HOMO (spin up / spin down)   -7.463 / -10.169 eV

No. 7
Here is a cluster of 4 separate species, CH10NO4 in total at a distorted geometry from the Open Molecules 2025 dataset. Energies are from the ωB97M-V functional and the def2-TZVPD basis.

CARTESIAN COORDINATES (ANGSTROEM)
H1 0.2084 1.0813 2.5727
N1 2.2005 -0.5687 -0.1146
H2 -2.8494 2.2764 0.1448
O1 -3.7271 2.3959 0.1272
O2 0.1668 -1.1683 -2.7949
H3 0.7693 -0.4845 -3.0133
H4 0.1123 -0.8742 -1.8346
H5 1.2663 -2.1942 -0.0851
H6 2.4048 -1.1392 -0.8769
H7 -0.2187 0.3216 1.2327
H8 1.8813 0.2416 -0.6044
H9 1.1017 -1.3339 1.6206
H10 -3.6684 2.4026 1.1712
C1 0.9875 -1.2971 0.4249
O3 -0.4425 1.1061 1.8882
O4 -0.1926 -0.7654 0.1414

Relative energy (zero: lowest compared OMol25 entry of this formula, charge and spin)   1.886 eV
Electronic energy   -399.7960 Ha
Total charge   -1
Gap between HOMO and LUMO   8.100 eV
HOMO   -4.125 eV

No. 8
Here is a cluster of 2 separate species, C3H9Br2NSi in total at a distorted geometry from the Open Molecules 2025 dataset. Energies are from the ωB97M-V functional and the def2-TZVPD basis.

CARTESIAN COORDINATES (ANGSTROEM)
Br1 3.6648 -0.9654 -0.1465
H1 -1.1851 -0.1472 -1.8076
H2 -0.9513 -2.1565 0.5184
N1 -0.0213 -0.1766 0.9699
Br2 2.8854 2.3375 1.1809
H3 0.0386 -1.1790 -1.8090
H4 -1.2589 1.0338 2.1897
H5 -0.1592 1.9088 1.0821
C1 -0.8758 -1.0768 -1.2648
H6 2.3746 1.2883 -1.6232
C2 -0.7878 1.0187 1.2430
Si1 2.2432 0.6995 -0.2880
C3 -0.9094 -1.0629 0.2733
H7 -1.9090 -0.7261 0.5902
H8 -1.5712 1.0891 0.4148
H9 -1.5777 -1.8853 -1.5232

Relative energy (zero: lowest compared OMol25 entry of this formula, charge and spin)   2.896 eV
Electronic energy   -5611.9276 Ha
Total charge   0
Gap between HOMO and LUMO (spin up / spin down)   8.172 / 7.219 eV
HOMO (spin up / spin down)   -9.254 / -7.911 eV

Repeat the fifth record exactly.
Here is a cluster of 3 separate species, C25H33N2O13P in total at a distorted geometry from the Open Molecules 2025 dataset. Energies are from the ωB97M-V functional and the def2-TZVPD basis.

CARTESIAN COORDINATES (ANGSTROEM)
C1 8.2414 -0.5721 -0.6572
H1 1.0808 -0.4350 3.5400
C2 -7.7667 -2.0885 -2.5270
O1 2.9216 3.7583 -0.8927
H2 1.9747 1.1824 3.6247
H3 1.6710 -2.6053 -0.6319
C3 2.0475 -1.5718 -0.3158
H4 3.8088 -1.4282 1.0301
H5 -7.0232 2.4932 -0.1378
P1 5.6988 -0.0319 -0.4229
C4 -8.5159 -2.6105 -3.5758
C5 4.8165 2.3361 -0.3392
H6 10.2163 -1.7726 -0.5088
C6 -1.2516 3.3060 4.0848
H7 -2.5002 1.1284 -1.6374
H8 1.7891 -0.8525 -1.1786
H9 -8.2768 -1.6682 -1.6674
H10 3.9764 -2.6960 -0.3821
N1 -5.5829 -1.5902 -1.4878
C7 1.6747 0.3445 1.5399
H11 1.1970 1.1612 0.8832
C8 -5.1605 1.5946 0.4438
C9 -7.8762 -3.1573 -4.6843
H12 -5.9931 -3.6034 -5.6208
H13 9.4076 -2.9978 2.7141
H14 -4.6475 -2.6765 -3.7770
C10 -4.3653 2.0180 -2.1954
H15 -2.7166 1.6063 4.4063
O2 -1.8397 0.3260 0.5738
H16 0.1266 -1.0978 0.8598
C11 1.2689 -1.1413 1.0207
H17 2.8243 0.4146 1.5024
H18 -5.4845 1.4338 1.4656
H19 -6.3153 2.8769 -2.4768
C12 -3.4867 1.4230 -1.2976
H20 -3.3104 3.3083 5.0278
C13 -6.0322 2.1915 -0.4599
O3 5.8169 1.5568 -1.0884
N2 -2.9594 0.6132 0.9728
O4 9.5427 -2.2556 2.0793
C14 -6.4865 -3.1773 -4.7538
O5 -6.1834 -1.1576 -0.5143
O6 4.2286 -0.6445 -0.9753
C15 -2.4211 2.5975 4.9079
C16 3.6584 -1.6381 -0.0766
C17 -5.7294 -2.6550 -3.7109
H21 4.5420 3.8591 -2.2272
H22 -2.0099 2.4337 5.9727
C18 -6.3760 -2.1185 -2.5996
H23 5.3329 2.8165 0.5730
O7 -3.3522 0.4318 2.1164
C19 -0.2614 1.3863 3.0776
C20 4.0821 3.4297 -1.2652
H24 -0.9953 0.7049 3.6187
O8 -1.4087 4.5178 3.7905
O9 -0.0416 2.6753 3.7039
H25 8.2476 -0.0651 0.3630
C21 8.7759 -2.6504 0.9331
H26 3.9774 1.6897 0.0924
H27 8.8650 -2.6609 -1.3592
H28 -0.6059 1.4522 1.9836
H29 -9.5994 -2.5949 -3.5282
O10 6.9292 -0.9504 -1.1397
C22 9.0848 -1.9472 -0.4872
H30 8.8322 0.0861 -1.3819
H31 -4.0605 2.1835 -3.2232
O11 5.8152 0.1304 1.0917
O12 -4.3643 -1.6163 -1.5942
H32 1.4420 -1.8573 1.8993
O13 7.9082 -3.5363 1.0933
C23 -3.8890 1.2192 0.0196
C24 1.1639 0.6014 3.0669
C25 -5.6338 2.4054 -1.7752
H33 -8.4641 -3.5710 -5.4979

Relative energy (zero: lowest compared OMol25 entry of this formula, charge and spin)   0.000 eV
Electronic energy   -2401.1894 Ha
Total charge   0
Gap between HOMO and LUMO   8.815 eV
HOMO   -9.625 eV

Q: Number 1 is which compound?
A: C24H41BCl8IO3

Q: Look up the electronic energy of the first one.
A: -5168.9150 Ha